Record 1
One molecule with the formula C5H5NS. Source: the OMol25 dataset; level of theory: ωB97M-V/def2-TZVPD.

Results
- Spin multiplicity: 1
- Largest force on an atom: 2.84 eV/A
- ΔE to the lowest compared entry with this formula, charge and spin: 1.749 eV
- SMILES string: CC1=NC=CC1=S
- Kohn-Sham gap: 7.33 eV

Cartesian coordinates (Å):
1 C 1.420 -1.214 -0.478
2 C 0.378 -0.346 0.072
3 N 0.604 0.350 1.091
4 C -0.579 1.173 1.280
5 C -1.542 1.035 0.347
6 C -0.948 0.141 -0.624
7 S -1.457 -0.130 -2.196
8 H 1.027 -2.290 -0.545
9 H 1.886 -0.878 -1.356
10 H 2.238 -1.156 0.231
11 H -0.571 1.653 2.194
12 H -2.458 1.663 -0.017

Record 2
One molecule with the formula C5H5NS. Source: the OMol25 dataset; level of theory: ωB97M-V/def2-TZVPD.

Results
- Spin multiplicity: 1
- Largest force on an atom: 6.04 eV/A
- ΔE to the lowest compared entry with this formula, charge and spin: 1.743 eV
- SMILES string: S/C=C1/C=CC=N1
- Kohn-Sham gap: 8.34 eV

Cartesian coordinates (Å):
1 S 0.847 1.809 2.372
2 C 0.297 0.317 1.788
3 C 0.130 0.019 0.511
4 C -0.320 -1.195 -0.088
5 C -0.597 -0.969 -1.342
6 C -0.034 0.320 -1.688
7 N 0.256 1.034 -0.610
8 H 0.902 2.272 1.038
9 H -0.006 -0.629 2.397
10 H -0.640 -2.022 0.567
11 H -0.879 -1.673 -2.255
12 H 0.045 0.718 -2.691

Record 3
A 2-piece molecular cluster, C5H5NS overall. Source: the OMol25 dataset; level of theory: ωB97M-V/def2-TZVPD.

Results
- Spin multiplicity: 1
- Largest force on an atom: 3.71 eV/A
- ΔE to the lowest compared entry with this formula, charge and spin: 6.519 eV
- Kohn-Sham gap (alpha / beta): 7.55 / 7.55 eV

Cartesian coordinates (Å):
1 C 1.165 2.918 -0.232
2 C 1.298 1.819 0.250
3 C -0.786 -1.027 0.219
4 C -1.632 -0.162 0.671
5 C 0.561 -0.886 0.746
6 N 0.690 0.301 1.544
7 S -0.856 0.891 1.761
8 H 0.794 3.744 -0.785
9 H -1.107 -1.620 -0.606
10 H -2.694 0.090 0.363
11 H 0.776 -1.678 1.365
12 H 1.164 -0.925 -0.109

Record 4
One molecule with the formula C5H5NS. Source: the OMol25 dataset; level of theory: ωB97M-V/def2-TZVPD.

Results
- Spin multiplicity: 1
- Largest force on an atom: 6.47 eV/A
- ΔE to the lowest compared entry with this formula, charge and spin: 2.481 eV
- SMILES string: CC1=NC=CC1=S
- Kohn-Sham gap: 7.35 eV

Cartesian coordinates (Å):
1 C 0.481 2.036 0.168
2 C -0.358 0.744 -0.121
3 N -1.579 0.743 -0.240
4 C -1.953 -0.561 -0.119
5 C -0.978 -1.388 0.286
6 C 0.229 -0.551 0.112
7 S 1.788 -0.691 -0.119
8 H 1.022 1.835 1.180
9 H 1.235 2.520 -0.552
10 H -0.154 3.030 0.494
11 H -3.025 -0.791 -0.152
12 H -1.159 -2.428 0.666

Record 5
A 2-piece molecular cluster, C5H5O3 overall. Source: the OMol25 dataset; level of theory: ωB97M-V/def2-TZVPD.

Results
- Spin multiplicity: 1
- Largest force on an atom: 5.11 eV/A
- ΔE to the lowest compared entry with this formula, charge and spin: 5.213 eV
- Kohn-Sham gap (alpha / beta): 8.42 / 8.42 eV
- Charge: -1

Cartesian coordinates (Å):
1 C -0.781 -0.276 0.405
2 C 0.185 -1.085 0.373
3 C -2.079 0.600 0.079
4 C 0.710 0.192 0.734
5 C 1.293 1.089 -0.354
6 O -3.107 -0.056 -0.074
7 O -1.740 1.740 -0.212
8 O 0.641 -3.086 -0.109
9 H 0.957 0.283 1.786
10 H 1.208 2.117 -0.040
11 H 0.550 0.883 -1.283
12 H 2.238 0.792 -0.533
13 H -0.076 -3.193 -0.771

Record 6
An isolated ion of composition C5H5O3 and charge -1. Source: the OMol25 dataset; level of theory: ωB97M-V/def2-TZVPD.

Results
- Spin multiplicity: 3
- ⟨S²⟩: 2.010
- Largest force on an atom: 5.30 eV/A
- ΔE to the lowest compared entry with this formula, charge and spin: 1.876 eV
- Kohn-Sham gap (alpha / beta): 5.02 / 5.80 eV
- Charge: -1

Cartesian coordinates (Å):
1 C 0.469 -1.062 0.350
2 C -1.873 -0.063 0.913
3 C -0.259 -0.594 -0.814
4 C -1.744 -0.441 -0.572
5 C 2.159 0.676 0.583
6 O -2.869 0.541 1.333
7 O 0.147 -0.443 -1.978
8 O 1.547 -0.575 0.908
9 H -2.146 -1.405 -0.835
10 H -2.324 0.200 -1.388
11 H 2.394 0.856 -0.395
12 H 2.975 0.853 1.157
13 H 1.523 1.457 0.740

no.,E (eV)
1,-17589.12811
2,-17589.13386
3,-17584.35801
4,-17588.39673
5,-11404.24429
6,-11402.72742